Entry 1:
{"formula": "C8H10CrO5", "method": "the ωB97M-V functional and the def2-TZVPD basis", "elements": ["Cr", "O", "C", "C", "O", "C", "O", "C", "O", "C", "C", "O", "C", "C", "H", "H", "H", "H", "H", "H", "H", "H", "H", "H"], "xyz": [[0.10091, -0.04642, 0.02360], [0.86525, -0.35021, 2.99889], [0.73251, -0.18266, 1.84793], [-0.42667, -1.48438, -1.11114], [-0.75617, -2.43758, -1.69547], [-0.07136, 1.66562, -0.74091], [-0.06940, 2.72788, -1.23908], [1.83868, -0.18431, -0.60721], [2.94809, -0.32923, -0.92965], [-3.36273, 0.87947, -0.39446], [-2.62367, 0.85241, 0.91785], [-1.71130, -0.29057, 0.99045], [-2.33366, -1.59807, 1.11887], [-3.22364, -1.74088, 2.33168], [-2.67291, 0.85343, -1.23844], [-3.94750, 1.79395, -0.47492], [-4.02690, 0.01947, -0.47431], [-1.96201, 1.71721, 1.02031], [-3.28791, 0.83644, 1.78842], [-2.88836, -1.82659, 0.19616], [-1.49251, -2.29316, 1.18878], [-4.09053, -1.08509, 2.28480], [-3.58849, -2.76899, 2.36047], [-2.67337, -1.56700, 3.25410]], "charge": 3, "spin_multiplicity": 4, "de_lowest_kcal_mol": 0.0, "lumo_ev": [-17.72, -17.27], "homo_lumo_gap_ev": [5.58, 5.92]}

***

Entry 2:
{"formula": "CH2OS", "method": "the ωB97M-V functional and the def2-TZVPD basis", "elements": ["C", "O", "S", "H", "H"], "xyz": [[-0.31166, 0.08174, -0.06321], [1.05953, 0.16472, 0.73111], [1.19057, -0.50852, -0.81889], [-1.04971, -0.66122, 0.47137], [-0.88873, 0.92328, -0.32037]], "charge": 0, "smiles": "C1OS1", "spin_multiplicity": 1, "de_lowest_kcal_mol": 52.6, "lumo_ev": 0.20, "homo_lumo_gap_ev": 9.06}

***

Copy entry 1 word for word.
{"formula": "C8H10CrO5", "method": "the ωB97M-V functional and the def2-TZVPD basis", "elements": ["Cr", "O", "C", "C", "O", "C", "O", "C", "O", "C", "C", "O", "C", "C", "H", "H", "H", "H", "H", "H", "H", "H", "H", "H"], "xyz": [[0.10091, -0.04642, 0.02360], [0.86525, -0.35021, 2.99889], [0.73251, -0.18266, 1.84793], [-0.42667, -1.48438, -1.11114], [-0.75617, -2.43758, -1.69547], [-0.07136, 1.66562, -0.74091], [-0.06940, 2.72788, -1.23908], [1.83868, -0.18431, -0.60721], [2.94809, -0.32923, -0.92965], [-3.36273, 0.87947, -0.39446], [-2.62367, 0.85241, 0.91785], [-1.71130, -0.29057, 0.99045], [-2.33366, -1.59807, 1.11887], [-3.22364, -1.74088, 2.33168], [-2.67291, 0.85343, -1.23844], [-3.94750, 1.79395, -0.47492], [-4.02690, 0.01947, -0.47431], [-1.96201, 1.71721, 1.02031], [-3.28791, 0.83644, 1.78842], [-2.88836, -1.82659, 0.19616], [-1.49251, -2.29316, 1.18878], [-4.09053, -1.08509, 2.28480], [-3.58849, -2.76899, 2.36047], [-2.67337, -1.56700, 3.25410]], "charge": 3, "spin_multiplicity": 4, "de_lowest_kcal_mol": 0.0, "lumo_ev": [-17.72, -17.27], "homo_lumo_gap_ev": [5.58, 5.92]}

***

> Number 1 is which compound?

C8H10CrO5

***

> Look up the charge of the second one.

0